No. 1
9
Properties=species:S:1:pos:R:3 method="wB97M-V/def2-TZVPD" molar_mass_da=185.0 de_lowest_kj_mol=26.7 e_homo_ev=-9.6 lumo_energy_ha=-0.00688 orbital_gap_ha=0.3445 e_tot_ev=-13776.14420
H 1.038 -1.637 1.767
N 1.063 -0.762 1.263
C 0.192 -0.446 0.472
I -1.625 -1.940 0.119
C 0.199 0.785 -0.365
O -1.016 1.228 -0.861
H 0.933 0.596 -1.168
H 0.592 1.589 0.265
H -1.375 0.587 -1.493

No. 2
12
Properties=species:S:1:pos:R:3 method="wB97M-V/def2-TZVPD" molar_mass_da=248.4 e_homo_ev=-11.0 lumo_energy_ha=-0.18037 orbital_gap_ha=0.2223 charge=+1 e_tot_ev=-12060.93437
C 0.935 1.055 1.835
C 1.352 0.238 2.736
O 1.713 -0.578 3.502
C 0.825 2.434 1.280
C -0.295 1.471 1.035
O -0.533 0.922 -0.168
C -1.320 -3.304 -0.769
O -0.811 -2.552 -1.459
Ba 0.170 -0.188 -2.261
H 0.677 3.254 1.987
H 1.470 2.668 0.427
H -1.189 1.606 1.657